ORCA calculation (the ωB97M-V functional and the def2-TZVPD basis) on C74H55N6OS2TeTi as an isolated structure in a non-equilibrium geometry.

Energy relative to the best compared isomer or geometry (same formula, charge and spin) ... 41.0 kcal/mol
LUMO energy ... 0.0646 Eh
Frontier orbital gap ... 4.95 eV
Net charge ... -1
DFT total energy ... -5170.7598 hartree

CARTESIAN COORDINATES (ANGSTROEM)
Ti -0.5931 -1.5543 1.1050
C -0.7511 1.9004 8.3168
C -1.3627 2.6274 7.3088
C -1.3579 2.1574 6.0059
C -0.7566 0.9421 5.7072
C -0.1346 0.2220 6.7239
C -0.1281 0.6991 8.0191
C -0.7021 0.3819 4.3368
C 0.2154 0.9136 3.4873
C 1.2148 1.8962 3.8066
C 2.1711 1.8569 2.8548
C 1.8183 0.8413 1.9027
C 2.6258 0.2808 0.9642
C 3.9128 0.9796 0.7445
C 5.1025 0.4466 1.2280
C 6.2883 1.1426 1.0827
C 6.2976 2.3775 0.4525
C 5.1154 2.9189 -0.0250
C 3.9289 2.2257 0.1283
C 2.3886 -0.9328 0.2461
N 1.3053 -1.7878 0.3281
C 1.5548 -2.7901 -0.5829
C 0.6457 -3.8371 -0.9490
C 0.9172 -4.5874 -2.1883
C 2.0699 -5.3481 -2.3630
C 2.3194 -5.9741 -3.5701
C 1.4199 -5.8601 -4.6168
C 0.2515 -5.1378 -4.4403
C -0.0002 -4.5113 -3.2357
C -0.5057 -4.1150 -0.2549
C -1.3738 -5.2512 -0.4753
C -2.2609 -5.2751 0.5401
C -1.9583 -4.1559 1.4026
N -0.9111 -3.4350 0.8705
C -2.5856 -3.8433 2.5811
C -2.2698 -2.6970 3.3709
C -2.9140 -2.4314 4.5920
C -2.4175 -1.2328 5.0476
C -1.4694 -0.7996 4.1047
N -1.3637 -1.7049 3.0679
C -3.6993 -4.6990 3.0322
C -3.4933 -6.0402 3.3439
C -4.5528 -6.8419 3.7300
C -5.8307 -6.3150 3.8156
C -6.0427 -4.9775 3.5189
C -4.9863 -4.1749 3.1319
C 2.7942 -2.5833 -1.2124
C 3.3177 -1.4194 -0.6873
N 0.5401 0.3293 2.2383
H -0.7550 2.2618 9.3354
H -1.8470 3.5666 7.5403
H -1.8258 2.7228 5.2132
H 0.3440 -0.7158 6.4793
H 0.3650 0.1334 8.7976
H 1.1916 2.5046 4.6899
H 3.0773 2.4297 2.8142
H 5.0811 -0.5097 1.7313
H 7.2051 0.7213 1.4733
H 7.2253 2.9212 0.3409
H 5.1147 3.8846 -0.5117
H 3.0039 2.6499 -0.2373
H 2.7635 -5.4514 -1.5404
H 3.2253 -6.5508 -3.6937
H 1.6302 -6.3318 -5.5661
H -0.4595 -5.0513 -5.2494
H -0.9054 -3.9371 -3.1026
H -1.2765 -5.9488 -1.2870
H -3.0541 -5.9785 0.7076
H -3.6507 -3.0516 5.0663
H -2.6940 -0.6990 5.9388
H -2.4936 -6.4492 3.2894
H -4.3794 -7.8831 3.9687
H -6.6606 -6.9447 4.1074
H -7.0399 -4.5637 3.5892
H -5.1448 -3.1345 2.8883
H 3.2281 -3.1900 -1.9841
H 4.2496 -0.9548 -0.9506
S -3.2941 -1.2405 0.8209
C -2.6495 -1.2956 -0.7124
N -1.3522 -1.3150 -0.9410
C -1.0652 -1.2895 -2.2813
C 0.1908 -1.2078 -2.8820
C 0.2925 -1.2281 -4.2579
C -0.8353 -1.3042 -5.0658
C -2.0948 -1.3286 -4.4993
C -2.1976 -1.3110 -3.1205
S -3.6529 -1.3050 -2.1621
H 1.0738 -1.1520 -2.2719
H 1.2721 -1.1802 -4.7101
H -0.7329 -1.3271 -6.1404
H -2.9840 -1.3518 -5.1095
C 4.8937 5.6442 -4.3327
C 3.8013 4.7767 -3.7802
C 2.6100 5.3238 -3.3388
C 1.6019 4.5300 -2.8106
C 0.3265 5.1902 -2.3828
C 1.7777 3.1482 -2.7057
Te 0.1975 1.9848 -1.7554
N -0.3817 0.3312 1.1771
C -1.2089 1.3292 0.9392
O -1.9457 1.2741 -0.0592
C -1.2862 2.5633 1.7849
C -2.4174 2.7572 2.5660
C -2.6188 3.9700 3.1991
C -1.7016 4.9975 3.0443
C -0.5650 4.7980 2.2790
C -0.3567 3.5858 1.6439
C -0.9291 2.0929 -3.5640
C -0.2550 1.8686 -4.7555
C -0.9256 1.8287 -5.9617
C -2.2957 2.0154 -5.9880
C -2.9652 2.2833 -4.8100
C -2.3030 2.3301 -3.5892
C -3.0711 2.6482 -2.3518
C 2.9669 2.5864 -3.1707
C 3.2055 1.1072 -3.1598
C 3.9582 3.4027 -3.7001
H 4.6028 6.6924 -4.3114
H 5.1175 5.3682 -5.3630
H 5.8060 5.5258 -3.7484
H 2.4614 6.3942 -3.4040
H 0.4257 6.2735 -2.4064
H 0.0476 4.8764 -1.3753
H -0.4821 4.8981 -3.0541
H -3.1271 1.9490 2.6694
H -3.5031 4.1189 3.8018
H -1.8736 5.9524 3.5227
H 0.1554 5.5952 2.1623
H 0.5216 3.4338 1.0294
H 0.8151 1.7304 -4.7386
H -0.3799 1.6409 -6.8755
H -2.8376 1.9766 -6.9223
H -4.0312 2.4631 -4.8313
H -3.9797 3.2008 -2.5834
H -2.4578 3.2257 -1.6600
H -3.3485 1.7351 -1.8289
H 2.6693 0.6297 -2.3435
H 4.2668 0.8873 -3.0624
H 2.8552 0.6664 -4.0942
H 4.8752 2.9520 -4.0574

Cartesian forces (eV/Å) of the 6 atoms listed first:
0.05 -0.24 0.87
-0.05 0.09 0.10
0.00 0.11 0.20
-0.02 -0.16 -0.13
0.01 0.16 0.12
-0.02 0.02 -0.05